The following is a DFT calculation (ωB97M-V/def2-TZVPD) of a cluster of 7 separate species, C47H44N4O13PS2 in total.

```
111
Properties=species:S:1:pos:R:3
N 7.28452 -0.65351 1.89171
P 6.11011 0.73465 1.94714
O 4.86024 0.18439 3.01406
C 5.55467 0.99163 0.14976
C 5.47690 -0.32289 -0.88216
N 4.36656 -0.24501 -1.93537
C 3.57117 0.99264 -1.48174
C 4.22309 1.86057 -0.23610
C 3.26161 2.50988 0.91026
C 1.65000 2.41885 0.63378
C 0.87029 1.24728 1.51864
S -0.47007 0.53658 0.45410
C -0.17658 -1.18997 -0.14610
S -1.55779 -1.95070 -0.87842
N 1.06356 -2.02964 -0.14245
C 2.43116 -1.93156 0.47461
C 3.41548 -3.21630 0.18047
N 2.54964 -4.08575 -0.70297
C 1.19243 -3.37252 -0.89273
H 6.94983 -1.39420 1.22537
H 7.16472 -1.11696 2.84287
H 3.96463 0.09818 2.57572
H 6.44147 1.65800 -0.29335
H 6.46380 -0.19449 -1.53192
H 5.41918 -1.35975 -0.34708
H 3.81091 -1.12830 -2.06127
H 4.76281 -0.11996 -2.90880
H 2.49270 0.54860 -1.33285
H 3.56915 1.63419 -2.48529
H 4.65997 2.82151 -0.79552
H 3.44642 2.13434 2.00478
H 3.51953 3.67681 0.93337
H 1.33395 2.29999 -0.48470
H 1.19585 3.46708 0.98087
H 1.58842 0.49454 2.04672
H 0.33339 1.83946 2.40684
H 2.80343 -1.03628 1.11971
H 4.52782 -3.38263 0.57826
H 0.43094 -3.93294 -1.57644
C 4.89950 -7.20397 0.89753
C 4.48045 -8.38956 1.35041
C 4.69311 -8.79186 2.75474
O 4.31167 -9.87763 3.16962
C 5.38493 -7.83316 3.63909
C 5.80397 -6.64757 3.18621
C 5.59131 -6.24526 1.78188
O 5.97275 -5.15949 1.36700
H 4.75218 -6.89365 -0.12973
H 3.97083 -9.10346 0.71446
H 5.53225 -8.14347 4.66635
H 6.31360 -5.93366 3.82216
C -4.98364 -1.97927 0.57781
C -5.10472 -2.52027 -0.63832
C -6.38838 -2.48832 -1.36662
O -6.50063 -2.98499 -2.47893
C -7.53194 -1.83432 -0.70002
C -7.41085 -1.29332 0.51612
C -6.12720 -1.32528 1.24442
O -6.01495 -0.82860 2.35672
H -4.04956 -1.99472 1.12599
H -4.27513 -3.00290 -1.14097
H -8.46602 -1.81887 -1.24820
H -8.24045 -0.81069 1.01876
C 1.15935 6.42907 -4.07127
C 1.58370 5.71472 -3.02439
C 1.98891 4.30310 -3.17387
O 2.37554 3.64793 -2.21587
C 1.90860 3.71230 -4.52454
C 1.48425 4.42665 -5.57142
C 1.07904 5.83827 -5.42194
O 0.69241 6.49344 -6.37995
H 0.85775 7.46528 -3.97880
H 1.64899 6.13388 -2.02747
H 2.21020 2.67608 -4.61701
H 1.41897 4.00749 -6.56835
C 5.57817 5.77600 4.03974
C 5.88347 6.99623 4.49157
C 6.06260 8.13289 3.56684
O 6.34401 9.24965 3.97935
C 5.88979 7.86937 2.12444
C 5.58448 6.64914 1.67262
C 5.40535 5.51248 2.59735
O 5.12394 4.39572 2.18484
H 5.44403 4.93129 4.70436
H 6.01284 7.20581 5.54663
H 6.02393 8.71408 1.45982
H 5.45512 6.43956 0.61755
C -6.55777 2.40468 -3.00906
C -6.68781 3.04180 -4.17675
C -6.70482 2.30310 -5.45473
O -6.82179 2.88560 -6.52408
C -6.57427 0.83379 -5.39227
C -6.44424 0.19667 -4.22458
C -6.42723 0.93538 -2.94660
O -6.31026 0.35288 -1.87724
H -6.54267 2.93142 -2.06271
H -6.78533 4.11902 -4.23921
H -6.58937 0.30705 -6.33862
H -6.34672 -0.88055 -4.16212
C -9.93473 -5.35520 2.83568
C -9.59576 -4.69952 1.72145
C -10.10291 -3.34037 1.44809
O -9.79478 -2.74029 0.42756
C -10.99732 -2.73360 2.45390
C -11.33628 -3.38928 3.56813
C -10.82914 -4.74843 3.84149
O -11.13727 -5.34851 4.86201
H -9.57220 -6.35289 3.05119
H -8.94012 -5.13066 0.97440
H -11.35985 -1.73591 2.23839
H -11.99192 -2.95814 4.31517
```

Output
Total charge = +1
HOMO = -11.17 eV
Kohn-Sham gap = 7.06 eV

Atomic partial charges in e from the Mulliken method, atoms 1 to 8: atom 1 (N): -0.689, atom 2 (P): 0.284, atom 3 (O): -0.590, atom 4 (C): -0.055, atom 5 (C): -0.246, atom 6 (N): 0.064, atom 7 (C): -0.280, atom 8 (C): 0.056



The following is a DFT calculation (ωB97M-V/def2-TZVPD) of a structure of composition C47H45O6P4Sr.

```
103
Properties=species:S:1:pos:R:3
Sr 1.02742 0.45444 0.78869
O 1.80193 -0.18149 4.02578
C 0.94983 -0.58973 3.23366
C -0.28252 -1.27919 3.81474
C -0.66084 -1.15517 5.14760
C -1.82249 -1.75736 5.60141
C -2.61094 -2.49976 4.72643
C -2.24194 -2.64029 3.39697
C -1.08300 -2.01941 2.93595
P -0.47298 -2.15458 1.21676
C 0.83211 -3.42451 1.31615
C 0.83175 -4.41764 2.29344
C 1.84733 -5.36210 2.32969
C 2.87596 -5.32014 1.39782
C 2.89266 -4.32728 0.42831
C 1.87467 -3.38655 0.39191
C -1.83985 -2.99803 0.34054
C -2.99379 -2.25499 0.08317
C -4.06428 -2.81501 -0.59374
C -3.98941 -4.12800 -1.04180
C -2.84392 -4.87151 -0.80378
C -1.77435 -4.31160 -0.11516
H -0.02433 -0.57846 5.80788
H -2.11988 -1.65705 6.63768
H -3.51597 -2.97393 5.08411
H -2.85558 -3.22874 2.72631
H 0.04033 -4.44729 3.03272
H 1.83840 -6.12959 3.09261
H 3.67029 -6.05401 1.43471
H 3.70278 -4.28078 -0.28796
H 1.89012 -2.61026 -0.36758
H -3.06688 -1.23555 0.45298
H -4.96071 -2.23294 -0.76744
H -4.82508 -4.57002 -1.56875
H -2.78371 -5.89714 -1.14499
H -0.88721 -4.90390 0.07082
O 1.35671 0.82499 -1.69148
P -0.02474 0.84345 -2.30697
C -1.32362 1.20090 -1.07075
P -1.16648 2.53698 0.22045
O -0.95527 1.81913 1.52944
C 0.30652 3.52478 -0.10448
C 1.31963 3.52696 0.86454
C 2.51569 4.18562 0.61539
C 2.69418 4.86536 -0.58233
C 1.67369 4.90687 -1.52032
C 0.48389 4.24063 -1.28480
C -2.63178 3.54326 0.06889
C -2.55330 4.93308 0.10080
C -3.71562 5.68930 0.05378
C -4.94873 5.06018 -0.01515
C -5.03143 3.67286 -0.03301
C -3.87668 2.91306 0.00932
C -0.50382 -0.78151 -2.89646
C -1.77752 -1.02707 -3.41399
C -2.15254 -2.31644 -3.73549
C -1.26231 -3.36682 -3.54550
C 0.00952 -3.13090 -3.05047
C 0.39419 -1.83729 -2.72601
C -0.17838 2.07803 -3.59654
C -1.39541 2.64691 -3.96741
C -1.43451 3.61111 -4.96172
C -0.26037 4.00400 -5.59151
C 0.95224 3.43257 -5.23097
C 0.99671 2.47139 -4.23393
H -1.41843 0.25476 -0.50048
H -2.27066 1.32026 -1.59978
H 1.15390 3.04828 1.83010
H 3.30026 4.18054 1.35943
H 3.62674 5.37843 -0.77490
H 1.80587 5.45823 -2.44190
H -0.30597 4.28005 -2.02413
H -1.59098 5.42434 0.16547
H -3.65709 6.76891 0.07715
H -5.85346 5.65248 -0.04840
H -5.99688 3.18693 -0.07255
H -3.94605 1.83097 0.01733
H -2.47904 -0.21350 -3.56333
H -3.14268 -2.50877 -4.12649
H -1.56376 -4.37774 -3.78659
H 0.69840 -3.95295 -2.90875
H 1.38607 -1.63504 -2.34414
H -2.31978 2.35810 -3.47971
H -2.37880 4.05652 -5.24428
H -0.29286 4.75748 -6.36729
H 1.86462 3.73912 -5.72500
H 1.94044 2.03807 -3.92754
C 4.92520 -0.23570 -0.66379
O 5.14492 0.38427 0.60164
P 4.04554 0.05614 1.75005
O 4.45152 -1.47965 1.99100
C 4.05185 -2.20697 3.16562
O 4.73208 0.78848 2.99057
C 4.05732 1.84464 3.67789
H 5.53143 0.29129 -1.39531
H 3.87327 -0.15050 -0.96262
H 5.20460 -1.28976 -0.63878
H 3.03724 -2.58225 3.04866
H 4.10339 -1.57475 4.04959
H 4.74712 -3.03755 3.25490
H 2.99418 1.86677 3.42413
H 4.53450 2.79112 3.42655
H 4.13956 1.65721 4.74478
```

Output
Total charge = +1
HOMO = -8.49 eV
ΔE to the lowest compared entry with this formula, charge and spin = 110.8 kJ/mol
Kohn-Sham gap = 6.16 eV

Atomic partial charges in e from the Mulliken method, atoms 1 to 8: atom 1 (Sr): 0.641, atom 2 (O): -0.530, atom 3 (C): 0.277, atom 4 (C): 0.091, atom 5 (C): -0.541, atom 6 (C): -0.687, atom 7 (C): -0.732, atom 8 (C): -0.561



The following is a DFT calculation (ωB97M-V/def2-TZVPD) of a structure of composition C47H45O6P4Sr.

```
103
Properties=species:S:1:pos:R:3
Sr -0.38050 1.02920 1.39910
O 2.60990 0.26040 -1.86360
C 2.93630 -0.57320 -1.16680
C 3.45230 -1.55700 -0.40610
C 4.76340 -1.37220 0.13190
C 5.33080 -2.35480 0.88930
C 4.62010 -3.53460 1.15110
C 3.34410 -3.71290 0.66510
C 2.71800 -2.76040 -0.14370
P 0.98450 -2.91310 -0.61730
C 0.90420 -2.88860 -2.44710
C -0.36680 -3.15770 -2.95700
C -0.59620 -3.12520 -4.31970
C 0.43830 -2.80840 -5.18830
C 1.70480 -2.55220 -4.68740
C 1.94130 -2.58780 -3.32150
C 0.68880 -4.66980 -0.19100
C 0.34180 -4.90140 1.14110
C 0.10400 -6.19410 1.57120
C 0.21500 -7.25560 0.68440
C 0.58290 -7.02490 -0.63070
C 0.80820 -5.73330 -1.08010
H 5.29640 -0.45950 -0.07790
H 6.32740 -2.22780 1.28230
H 5.08290 -4.31090 1.74070
H 2.81550 -4.62650 0.88890
H -1.15900 -3.38940 -2.25920
H -1.58080 -3.33490 -4.70960
H 0.25740 -2.75360 -6.25160
H 2.51520 -2.32040 -5.36350
H 2.93900 -2.39490 -2.95400
H 0.27620 -4.04320 1.80360
H -0.17610 -6.37240 2.59660
H 0.02290 -8.26430 1.01530
H 0.69490 -7.85180 -1.31400
H 1.09200 -5.56320 -2.10780
O 1.18320 1.64680 -0.03800
P 0.52310 2.95110 0.09900
C -0.77290 3.29320 -1.07340
P -1.99570 2.32330 -0.15720
O -1.55600 0.92090 -0.19600
C -3.46930 2.58310 -1.18270
C -3.58520 3.56410 -2.15460
C -4.80570 3.77820 -2.76970
C -5.90570 3.01860 -2.40760
C -5.78800 2.02950 -1.44380
C -4.57360 1.82030 -0.82230
C -2.71870 2.82330 1.37800
C -2.40750 2.19370 2.55470
C -2.93910 2.64440 3.74420
C -3.78610 3.74350 3.74410
C -4.14010 4.34800 2.54790
C -3.61220 3.88350 1.36020
C -0.29360 3.22520 1.60300
C 0.40880 2.83140 2.70660
C 0.16040 3.40000 3.94750
C -0.67440 4.49360 4.02460
C -1.19970 5.06040 2.86250
C -0.98680 4.43710 1.66530
C 1.57250 4.39570 -0.02630
C 1.74930 5.28190 1.01850
C 2.40120 6.47740 0.78660
C 2.88590 6.76320 -0.47910
C 2.72480 5.85870 -1.52030
C 2.05750 4.67230 -1.29480
H -0.64530 2.80410 -2.04130
H -0.96630 4.35950 -1.16390
H -2.73180 4.17580 -2.43310
H -4.89280 4.54310 -3.52770
H -6.85870 3.20180 -2.88050
H -6.63870 1.42540 -1.16730
H -4.45690 1.05900 -0.06560
H -1.76550 1.36010 2.55910
H -2.66680 2.13780 4.65630
H -4.16060 4.13440 4.67690
H -4.81580 5.18970 2.53030
H -3.83560 4.37420 0.41810
H 1.24040 2.16970 2.58590
H 0.66530 3.01860 4.81800
H -0.84970 4.98020 4.96860
H -1.73920 5.99470 2.88030
H -1.34310 4.86940 0.72960
H 1.37040 5.03820 2.00520
H 2.51780 7.18870 1.59010
H 3.39620 7.69910 -0.65650
H 3.10850 6.08770 -2.50400
H 1.88990 3.94270 -2.08340
C -2.69680 -3.97330 0.73270
O -3.36170 -2.98660 -0.04240
P -2.78240 -1.44820 0.00020
O -3.52600 -0.92600 -1.30890
C -2.82890 -0.70430 -2.51940
O -3.85000 -0.75220 1.00010
C -3.79730 -1.13520 2.36920
H -3.44040 -4.49750 1.33210
H -1.95360 -3.48770 1.37270
H -2.21150 -4.68760 0.06320
H -3.14650 0.26480 -2.91520
H -3.09330 -1.47750 -3.24190
H -1.74720 -0.70500 -2.35870
H -4.45280 -0.45200 2.91000
H -2.74800 -1.07160 2.73460
H -4.19350 -2.14680 2.47810
```

Output
Total charge = +1
HOMO (alpha / beta) = -8.24 / -7.89 eV
ΔE to the lowest compared entry with this formula, charge and spin = 1148.0 kJ/mol
Kohn-Sham gap (alpha / beta) = 5.70 / 4.95 eV

Atomic partial charges in e from the Mulliken method, atoms 1 to 8: atom 1 (Sr): 3.015, atom 2 (O): -0.363, atom 3 (C): -0.131, atom 4 (C): 0.919, atom 5 (C): -1.177, atom 6 (C): -0.598, atom 7 (C): -0.973, atom 8 (C): -0.938



The following is a DFT calculation (ωB97M-V/def2-TZVPD) of a structure of composition C47H46I2N5O3PRe.

```
105
Properties=species:S:1:pos:R:3
Re -0.44690 -0.46635 -1.48640
I 5.63706 -5.07147 0.16319
C 4.22324 -3.60499 -0.25672
C 4.63282 -2.29381 -0.47261
C 3.67838 -1.31698 -0.70758
I 4.23913 0.63334 -1.14223
C 2.31792 -1.62471 -0.70380
O 1.41400 -0.67944 -0.84965
C 1.92841 -2.96045 -0.57210
C 0.47224 -3.29901 -0.73305
N -0.11152 -2.61348 -1.94177
C 0.61513 -3.00488 -3.16667
C 0.84018 -1.85431 -4.10198
C 1.16022 -2.07438 -5.43310
C 1.48756 -0.98744 -6.22359
C 1.48410 0.27725 -5.65772
C 1.11785 0.41681 -4.33136
N 0.79292 -0.63655 -3.56829
C 2.88112 -3.94372 -0.33936
H 5.68209 -2.03449 -0.47221
H 0.36797 -4.38353 -0.82914
H -0.10543 -2.97805 0.12731
H -1.07381 -2.92489 -2.03149
H 1.59298 -3.38959 -2.87518
H 0.09098 -3.81149 -3.68250
H 1.16085 -3.08126 -5.83137
H 1.74377 -1.12715 -7.26625
H 1.75051 1.15332 -6.23299
H 1.06760 1.37941 -3.83892
H 2.56801 -4.97435 -0.22291
O 0.82095 2.55758 -2.30487
C 0.60084 2.31478 -1.13076
O -0.18622 1.37719 -0.67107
C 1.23856 3.18916 -0.07566
C 1.50735 4.48630 -0.51230
C 2.14604 5.41274 0.29491
C 2.53102 5.03993 1.57433
C 2.26810 3.75027 2.00962
C 1.63634 2.79879 1.20338
P 1.35642 1.11628 1.93356
C 0.17065 1.45967 3.24815
C 0.54560 1.63633 4.69028
C -0.53073 2.42040 5.39425
C -1.84372 2.32166 4.97278
C -2.19971 1.52238 3.89507
C -1.14669 0.75325 3.15966
C 2.84812 0.81403 2.93869
C 2.74459 -0.22637 3.89419
C 3.90697 -0.71137 4.48092
C 5.15778 -0.19175 4.17226
C 5.25248 0.84993 3.27161
C 4.10489 1.33548 2.65337
H 1.19876 4.75206 -1.51391
H 2.34049 6.41381 -0.06939
H 3.02894 5.74534 2.22852
H 2.55681 3.46954 3.01537
H 1.51358 2.12899 4.80358
H -0.26953 3.03128 6.25048
H -2.61186 2.88631 5.49020
H -3.23430 1.45437 3.58122
H -1.44381 0.54845 2.12681
H 1.72505 -1.61988 5.08652
H 3.82979 -1.52064 5.19825
H 6.04546 -0.60038 4.63847
H 6.21564 1.28572 3.03830
H 4.19327 2.13285 1.93168
C -4.09942 -1.33914 1.09996
C -4.24400 -2.06602 -0.23995
C -3.08723 -3.03426 -0.43714
C -4.49540 -1.04711 -1.34090
C -5.84468 -0.80128 -1.59563
C -6.25574 0.11016 -2.54452
C -5.29625 0.78512 -3.27774
C -3.93636 0.59091 -3.06531
C -2.99746 1.40296 -3.94704
C -2.20280 2.45256 -3.16180
C -2.11911 0.51990 -4.83558
C -3.53534 -0.31871 -2.06433
N -2.15492 -0.41388 -1.78250
H -4.22870 -2.03288 1.93443
H -4.83041 -0.53630 1.20112
H -3.10015 -0.90118 1.17770
H -5.14578 -2.68040 -0.20887
H -2.14411 -2.51586 -0.31181
H -3.12974 -3.49429 -1.43067
H -3.13977 -3.83369 0.30523
H -6.58308 -1.35722 -1.02856
H -7.30971 0.28535 -2.71955
H -5.60079 1.49214 -4.04038
H -3.65656 1.95373 -4.62037
H -1.57457 2.01363 -2.39006
H -2.88777 3.15451 -2.68082
H -1.54965 3.01481 -3.83320
H -1.53700 -0.19010 -4.25402
H -1.42055 1.13572 -5.40646
H -2.73399 -0.04383 -5.54098
N -0.63813 -0.47996 5.31259
C 0.65206 0.19483 5.33183
C 1.44653 -0.78253 4.44642
N 0.40585 -1.28274 3.50356
C -0.86514 -0.66724 3.89226
H -1.37293 0.05465 5.75757
H 1.05534 0.26900 6.34218
H 0.64040 -1.14439 2.52852
H -1.71022 -1.32481 3.70677
```

Output
Spin multiplicity = 4
Total charge = 0
HOMO (alpha / beta) = -6.72 / -7.52 eV
ΔE to the lowest compared entry with this formula, charge and spin = 241.6 kJ/mol
Kohn-Sham gap (alpha / beta) = 6.81 / 7.53 eV

Atomic partial charges in e from the Mulliken method, atoms 1 to 8: atom 1 (Re): 0.670, atom 2 (I): 0.061, atom 3 (C): -0.592, atom 4 (C): -0.053, atom 5 (C): 0.002, atom 6 (I): -0.007, atom 7 (C): -0.182, atom 8 (O): 0.791



no.,molar mass (g/mol),energy (eV)
1,967.992,-112966.789
2,917.387,-99745.156
3,917.387,-99734.407
4,1199.906,-90697.442